The following is a DFT calculation (ωB97M-V/def2-TZVPD) of C22H37ClN3O6Sc as an isolated structure in a non-equilibrium geometry.

The calculation puts the HOMO energy at -7.2 eV. As for the net charge: 0. The energy comes out at -2697.2916 a.u. Its molecular weight is 519.96 g/mol. The orbital gap is 7.531 eV.

Element x y z (Å)
O: 1.00062 1.09842 -1.12435
C: 1.48072 0.33914 -2.11379
C: 0.60157 0.38252 -3.36846
C: -0.78490 0.25705 -3.26786
H: -1.23276 0.05913 -2.29006
C: -1.59573 0.43646 -4.39788
H: -2.67375 0.40213 -4.25705
C: -1.01538 0.66678 -5.64382
H: -1.64031 0.80239 -6.51972
C: 0.37448 0.72192 -5.75294
H: 0.84992 0.88568 -6.72207
C: 1.18152 0.59352 -4.62079
H: 2.27797 0.65336 -4.67688
H: 2.50171 0.65515 -2.47426
C: 3.06022 -1.35584 -0.79150
C: 1.68870 -1.24067 -1.43044
H: 3.75518 -1.88512 -1.48605
H: 3.05157 -1.93271 0.15837
H: 3.48024 -0.36212 -0.58062
C: 1.15057 -2.24668 -2.13987
C: 1.68274 -3.66133 -2.24216
H: 0.24061 -2.09244 -2.74007
H: 1.94662 -3.89264 -3.29696
H: 0.91911 -4.39945 -1.93816
H: 2.59498 -3.84605 -1.64169
Sc: 0.21655 -0.74958 0.58031
Cl: 0.67836 -3.04955 0.89722
C: -1.45995 -1.92595 2.79992
O: -0.69351 -0.94378 2.57679
N: -1.82261 -2.35308 4.00555
C: -1.37496 -1.71736 5.24050
C: -2.59783 -3.58080 4.17807
H: -1.86378 -2.50872 1.95126
H: -0.82423 -0.80367 5.01835
H: -0.74356 -2.41663 5.80735
H: -2.25705 -1.48324 5.85011
H: -2.89867 -3.95610 3.19485
H: -3.49341 -3.37126 4.77864
H: -1.99447 -4.34798 4.68536
H: -2.34236 4.47879 -1.81189
H: -3.56600 4.12029 0.06015
C: -1.79167 3.53144 -1.75773
C: -3.17285 3.11204 0.25400
N: -1.87550 3.02177 -0.39587
H: -0.73658 3.68626 -2.01464
C: -0.83532 2.37984 0.15400
O: -0.88060 1.46079 0.99764
H: -3.06284 2.95224 1.33256
H: 0.12950 2.73441 -0.27145
H: -2.23873 2.81863 -2.46661
H: -3.86346 2.37665 -0.18373
H: 4.02267 0.89205 4.16353
H: 4.11882 3.35789 3.00389
C: 4.15205 0.55004 3.12782
C: 4.16265 2.79477 2.06336
N: 3.52168 1.49315 2.20662
H: 3.72892 -0.44943 3.00481
C: 2.39004 1.21854 1.57390
O: 1.85210 0.07103 1.59204
H: 3.64762 3.35263 1.27517
H: 1.94498 2.05173 1.00571
H: 5.22712 0.54056 2.92084
H: 5.21384 2.65883 1.78794
C: -3.81408 -0.50209 0.78084
C: -2.78615 -0.34708 -0.32226
O: -3.04030 0.40389 -1.26274
O: -1.65787 -1.02197 -0.19875
H: -3.92570 -1.54618 1.09347
H: -4.77345 -0.11549 0.42781
H: -3.51564 0.09303 1.65438